# 1
Computed, not measured: C8H35CuN2O9 as an isolated structure, with ωB97M-V/def2-TZVPD.

XYZ file:
```
55
C8H35CuN2O9 (ωB97M-V/def2-TZVPD)
Cu 26.082 -5.381 -4.477
O 25.631 -2.188 -5.288
O 26.615 -4.048 -5.647
O 24.905 -1.182 -7.876
O 22.528 -6.529 -4.611
O 25.116 -7.007 -3.784
O 24.342 -5.337 -4.637
O 24.670 -6.351 -6.497
O 24.519 -4.744 -2.670
O 22.793 -3.865 -5.367
N 23.601 -4.615 -7.173
N 26.612 -0.635 -2.924
C 26.735 -2.035 -3.112
C 26.704 -2.600 -1.741
C 23.918 -2.170 -7.673
C 24.555 -3.608 -7.541
C 24.521 -1.425 -5.677
C 25.275 -4.202 -8.767
C 24.383 0.086 -8.063
C 25.561 -2.651 -3.939
H 23.841 0.484 -7.206
H 24.703 -0.929 -6.631
H 24.310 -4.603 -5.280
H 22.422 -6.795 -5.524
H 23.134 -2.199 -8.430
H 26.892 -4.209 -6.549
H 24.627 -2.406 -3.432
H 25.233 -3.505 -6.694
H 23.172 -3.987 -6.237
H 23.485 -1.992 -6.689
H 23.769 -6.533 -6.763
H 23.270 -4.481 -4.810
H 26.694 -3.690 -1.725
H 23.238 -5.887 -4.629
H 24.583 -5.829 -5.700
H 23.700 -0.014 -8.907
H 24.927 -7.871 -4.149
H 25.639 -0.369 -2.873
H 23.683 -2.099 -5.853
H 25.979 -3.336 -5.714
H 25.185 0.709 -8.459
H 24.475 -6.427 -4.194
H 24.287 -0.634 -4.964
H 24.646 -4.284 -9.653
H 24.705 -4.913 -3.594
H 22.955 -4.799 -7.928
H 25.637 -5.189 -8.479
H 25.602 -3.737 -4.015
H 23.792 -4.121 -2.681
H 23.998 -5.543 -7.132
H 27.657 -2.409 -1.248
H 26.094 -3.539 -9.046
H 27.180 -0.046 -3.516
H 27.718 -2.129 -3.573
H 25.859 -2.163 -1.208
```

# 2
Computed, not measured: the molecule C3H3NO2S2, with ωB97M-V/def2-TZVPD.

XYZ file:
```
11
C3H3NO2S2 (ωB97M-V/def2-TZVPD)
S 0.820 2.564 -1.069
S 0.981 -2.742 0.574
O -1.748 0.064 0.294
O 0.491 -0.092 0.119
N -0.633 1.824 -0.707
C -1.271 -1.155 1.012
C 0.131 -1.309 0.501
C -0.682 0.758 -0.079
H -2.093 -1.917 0.758
H 0.071 3.457 -1.895
H -1.385 -1.004 2.086
```

# 3
Computed, not measured: C3H3EuO4 as an isolated structure, with ωB97M-V/def2-TZVPD.

Results
Spin multiplicity = 8
Net charge = +3

XYZ file:
```
11
C3H3EuO4 (ωB97M-V/def2-TZVPD)
Eu 3.529 1.450 0.349
O -1.566 -0.356 1.122
O -2.109 1.423 -0.150
O -0.592 0.114 -0.888
O 1.859 -0.236 -0.053
C 1.085 -1.283 0.317
C 0.497 -0.669 -0.840
C -1.436 0.343 0.161
H 0.734 -1.417 1.339
H 0.821 -0.944 -1.845
H -2.820 1.575 0.489
```

# 4
Computed, not measured: a 2-piece molecular cluster, C8H9F3NO2 overall, with ωB97M-V/def2-TZVPD.

Results
Net charge = +1

XYZ file:
```
23
C8H9F3NO2 (ωB97M-V/def2-TZVPD)
F -3.505 -1.180 1.401
F -2.131 -1.398 -0.334
F -1.633 -0.138 1.262
O -3.780 1.509 0.459
O -3.353 0.278 -1.533
N 1.571 0.529 0.316
C 2.263 -0.215 1.199
C 2.245 -0.843 -1.386
C -2.680 -0.603 0.537
C -3.209 0.568 -0.232
C 0.801 1.556 0.779
C 1.578 0.266 -1.016
C 2.970 -1.389 0.803
C 2.971 -1.706 -0.537
H -4.082 2.286 -0.105
H 3.589 -2.008 1.409
H 3.647 -2.394 -1.076
H 2.306 -0.102 2.286
H 0.725 1.769 1.877
H 1.033 0.971 -1.714
H 0.116 2.176 0.148
H -3.673 0.946 -2.074
H 2.230 -0.879 -2.467
```

# 5
Computed, not measured: a 2-piece molecular cluster, C4H12N2 overall, with ωB97M-V/def2-TZVPD.

Results
Spin multiplicity = 2
Net charge = -1

XYZ file:
```
18
C4H12N2 (ωB97M-V/def2-TZVPD)
N 0.182 1.794 -2.991
N -1.231 -1.383 0.779
C 0.372 0.522 -3.230
C 1.183 2.459 -2.131
C -0.831 -1.434 3.187
C -0.373 -0.815 1.839
H 0.698 -0.873 1.610
H -0.800 -1.057 -0.086
H 0.654 3.061 -1.391
H -1.104 -2.486 3.164
H 1.875 2.991 -2.811
H -0.090 -1.435 3.998
H -0.574 0.227 2.084
H -1.055 -2.384 0.799
H 0.886 -0.106 -2.485
H 0.160 0.103 -4.233
H -1.705 -0.860 3.493
H 1.753 1.676 -1.596
```

# 6
Computed, not measured: C7H28O15SV2 as an isolated structure, with ωB97M-V/def2-TZVPD.

XYZ file:
```
53
C7H28O15SV2 (ωB97M-V/def2-TZVPD)
V -1.776 -1.357 -0.341
V 1.211 2.230 -2.242
S -1.122 0.389 -2.264
O 2.431 -5.665 0.874
O -1.613 1.288 -3.245
O 0.371 0.503 -2.151
O -1.603 0.681 -0.859
O -1.457 -1.093 -2.391
O -1.247 -3.270 -0.917
O 1.076 -4.173 -1.270
O 0.436 3.411 -0.996
O -1.946 3.987 -1.599
O 2.695 2.122 -1.815
O -1.313 3.864 2.697
O 1.137 2.901 -3.643
O 3.096 1.158 2.471
O -0.633 -1.213 0.739
O -3.233 -1.580 0.296
C 2.489 -5.439 2.303
C 1.702 0.917 2.404
C -2.738 4.011 -0.360
C 1.817 -2.980 -1.513
C 1.099 4.329 -0.195
C -2.250 -3.880 -1.789
C -1.841 2.532 2.628
H 2.985 -6.216 2.866
H 3.332 -5.992 0.759
H 1.443 0.327 3.293
H 0.989 5.378 -0.632
H -2.958 2.432 2.881
H -0.276 -3.548 -1.045
H -2.256 4.462 0.476
H 1.298 -2.434 -2.301
H -1.477 1.854 3.359
H -1.588 2.214 1.626
H 1.313 1.887 2.385
H -1.887 -4.768 -2.295
H -0.499 3.658 -1.189
H 1.496 -4.534 -0.455
H 3.450 0.659 1.699
H -3.138 -4.084 -1.173
H 1.384 0.315 1.527
H 2.078 3.977 -0.221
H -2.222 3.143 -2.089
H 2.830 -3.226 -1.938
H 2.921 -4.444 2.546
H -1.092 4.125 3.583
H 0.774 4.365 0.841
H -2.977 2.989 -0.103
H 1.885 -2.287 -0.702
H -3.561 4.599 -0.680
H -2.530 -3.099 -2.564
H 1.495 -5.429 2.724
```

# 7
Computed, not measured: C26H27BInN11S7Sb as an isolated structure, with ωB97M-V/def2-TZVPD.

Results
Net charge = -1

XYZ file:
```
74
C26H27BInN11S7Sb (ωB97M-V/def2-TZVPD)
Sb -2.051 -0.454 2.729
In -0.317 0.145 -0.100
S 0.638 2.118 1.704
S 0.103 -1.278 1.877
S -1.845 1.023 4.428
S 2.086 0.686 -1.225
S 2.052 -2.918 -1.589
S -2.633 0.616 0.627
S -3.378 -2.267 3.072
N -0.521 4.513 1.385
N 3.273 2.735 0.168
N 1.744 -4.648 0.322
N -0.419 -0.523 -2.504
N 1.917 -5.596 -1.825
N -0.855 4.161 -2.295
N 0.033 0.405 -3.433
N 3.666 0.760 0.994
N 1.285 4.349 0.161
N -1.415 -2.417 -0.858
N -0.808 1.880 -1.830
C -0.359 5.723 0.747
C -2.074 -4.668 -0.448
C -1.100 -2.766 -2.101
C 1.615 -5.844 0.912
C 0.412 5.151 -4.110
C 0.497 3.676 1.032
C -1.574 4.141 2.324
C 4.074 2.889 1.276
C -1.895 -3.348 -0.042
C 1.803 -6.756 -1.243
C 0.765 5.614 -0.002
C 0.324 2.747 -3.819
C 4.318 1.668 1.799
C 1.250 4.978 -5.192
C -0.582 -1.698 -2.964
C 1.641 3.699 -5.591
C 3.604 -0.673 1.223
C -1.231 -4.058 -2.592
C 1.666 -6.968 0.150
C -1.728 -5.030 -1.738
C -1.123 3.089 -1.526
C 3.019 1.422 0.015
C 1.182 2.593 -4.907
C -0.045 4.031 -3.421
C -0.162 1.615 -3.028
C 1.930 -4.464 -1.047
B 2.633 3.932 -0.572
H -1.642 3.267 -0.589
H -0.926 -4.291 -3.604
H -2.159 3.310 1.928
H -2.202 5.015 2.492
H -1.846 -6.053 -2.078
H 2.727 -0.911 1.827
H -2.483 -5.385 0.252
H -1.136 3.789 3.256
H 1.570 -7.953 0.576
H 1.799 -7.619 -1.905
H 1.483 1.591 -5.179
H 1.644 -3.789 0.857
H -1.028 6.551 0.911
H 1.463 -5.834 1.983
H 2.406 3.678 -1.727
H -0.341 -1.927 -3.999
H -2.159 -3.035 0.963
H 1.618 5.845 -5.725
H 4.876 1.359 2.665
H 1.259 6.341 -0.626
H 0.122 6.143 -3.783
H 2.314 3.579 -6.430
H 3.522 -1.181 0.266
H 4.387 3.864 1.604
H -1.029 5.074 -1.905
H 3.378 4.882 -0.448
H 4.515 -0.977 1.736
```

# 8
Computed, not measured: C39H44F3N9O5S3SeSiW as an isolated structure, with ωB97M-V/def2-TZVPD.

Results
Spin multiplicity = 3

XYZ file:
```
106
C39H44F3N9O5S3SeSiW (ωB97M-V/def2-TZVPD)
W -0.712 0.303 -0.686
Se -1.207 2.330 0.484
S -3.167 -2.139 -0.883
S -0.866 -1.580 -3.697
S -3.753 1.436 -1.788
Si -1.022 4.001 1.992
F -4.176 -2.183 1.573
F -5.607 -2.479 -0.027
F -4.859 -0.501 0.410
O -3.871 -1.998 -2.117
O -2.291 -0.951 -0.574
O -1.130 -2.613 -2.742
O -1.780 -1.309 -4.761
O -2.681 -3.378 -0.348
N -0.698 1.977 -2.418
N -0.269 1.254 -4.644
N -0.698 -0.295 1.624
N 4.619 -3.167 -5.374
N -0.964 -5.986 6.389
N 0.904 -4.528 6.622
N 0.457 -1.418 -0.458
N 1.312 1.012 -0.968
N -0.679 -0.199 -2.775
C 2.443 -3.703 -4.475
C 3.289 2.133 2.634
C 0.343 -2.703 -0.086
C -2.041 -0.896 3.490
C 1.503 -3.403 -0.419
C 0.340 -0.865 2.234
C 0.061 -5.464 7.054
C -1.140 -5.520 5.152
C -0.475 3.219 -2.770
C 2.097 0.048 -1.315
C 4.112 3.051 0.152
C 0.744 -2.007 -4.327
C -1.873 -0.310 2.247
C 1.675 -3.036 4.924
C 1.699 -1.276 -1.043
C 4.948 3.187 1.256
C -0.961 -1.505 4.102
C -2.542 5.002 1.757
C -0.146 3.564 -4.070
C -5.257 0.936 -2.664
C -0.919 3.180 3.636
C -4.523 -1.789 0.331
C 2.455 2.004 1.533
C 3.316 -2.800 -5.081
C 0.267 -1.508 3.459
C -0.333 -4.540 4.606
C 1.595 -1.109 -4.965
C 2.367 -2.493 -1.041
C 1.945 2.335 -0.918
C 2.859 2.466 0.281
C -4.022 3.209 -1.876
C 0.505 4.927 1.556
C 2.868 -1.502 -5.334
C -0.559 1.023 -3.361
C 1.176 -3.308 -4.089
C 0.690 -4.044 5.398
C 1.518 -2.067 4.033
C -0.077 2.519 -4.980
C 4.540 2.726 2.498
H -4.110 3.531 -2.915
H 2.514 2.514 -1.834
H 0.234 -5.843 8.055
H 3.094 0.269 -1.696
H -6.131 1.133 -2.043
H -0.480 -4.199 3.589
H 3.527 -0.797 -5.830
H -2.657 5.729 2.568
H 2.771 -4.719 -4.288
H 0.513 -4.001 -3.591
H 0.026 4.591 -4.355
H 0.671 5.781 2.223
H -2.694 0.185 1.749
H -4.930 3.475 -1.331
H 1.251 -0.107 -5.178
H -3.419 4.353 1.743
H -3.013 -0.865 3.962
H -1.063 -1.943 5.088
H -0.043 2.526 3.659
H 2.423 -1.570 3.693
H 2.963 1.772 3.603
H -0.587 3.958 -1.978
H -3.168 3.696 -1.405
H -2.503 5.545 0.811
H 4.835 -4.147 -5.401
H -1.805 2.560 3.791
H 2.660 -3.167 5.359
H 4.438 3.407 -0.820
H 5.135 -2.595 -6.018
H 1.684 -4.449 -0.229
H 1.161 3.085 -0.848
H -5.181 -0.131 -2.861
H -5.331 1.476 -3.608
H -0.843 3.893 4.464
H 3.362 -2.671 -1.422
H 0.165 2.696 -6.024
H 0.433 5.303 0.532
H 5.192 2.827 3.357
H -0.553 -3.073 0.385
H 1.478 1.547 1.634
H 1.290 -0.807 1.714
H -1.953 -5.955 4.582
H 1.372 4.269 1.617
H 5.920 3.650 1.141
```

# 9
Computed, not measured: the molecule C9H12, with ωB97M-V/def2-TZVPD.

XYZ file:
```
21
C9H12 (ωB97M-V/def2-TZVPD)
C 0.272 -0.457 0.067
C -0.749 0.224 -0.451
C -0.022 -1.304 -2.094
C -0.923 0.024 -1.944
C -0.111 0.759 0.804
C -0.970 0.707 2.069
C 1.064 -1.322 -0.867
C -0.789 -0.178 3.037
C 0.945 1.828 0.718
H -1.477 -0.122 3.846
H -0.412 0.822 -2.557
H 1.271 -2.391 -0.518
H -1.539 1.558 2.321
H 1.423 1.641 -0.192
H 1.669 1.736 1.514
H -0.739 -2.160 -1.849
H 0.620 -1.448 -2.977
H 1.967 -0.904 -1.030
H -1.960 -0.056 -2.521
H -0.255 -1.105 2.902
H 0.407 2.773 0.717
```

# 10
Computed, not measured: the molecule C22H30N2O4, with ωB97M-V/def2-TZVPD.

XYZ file:
```
58
C22H30N2O4 (ωB97M-V/def2-TZVPD)
O 2.590 -1.197 2.130
O -3.417 0.822 0.479
O 1.039 -1.519 -2.404
O 2.386 0.958 -1.757
N -1.902 -0.945 1.727
N -1.853 2.460 0.492
C 0.334 -0.347 -2.274
C -2.546 3.278 -0.478
C -1.713 0.949 -2.365
C -1.355 -3.161 2.629
C -1.039 -0.253 -2.471
C -1.021 2.111 -2.065
C 0.873 2.286 2.737
C -0.002 0.204 1.680
C 1.051 0.826 -1.977
C 3.939 -0.776 -2.505
C -1.354 0.269 1.396
C 1.553 -1.606 2.616
C 0.349 2.027 -1.888
C -0.980 -1.776 2.235
C 1.576 -2.682 3.680
C 0.369 -2.757 -2.325
C 3.203 -0.127 -1.339
C -2.282 1.200 0.746
C 0.240 -1.097 2.220
C 1.016 1.291 1.580
C -0.192 -3.033 -0.933
C -1.740 3.403 -1.788
H 2.009 0.846 1.615
H -2.737 4.269 -0.055
H -0.880 2.671 0.644
H 3.927 0.327 -0.655
H -0.959 -2.306 -0.678
H -1.307 -3.290 3.709
H -2.783 0.971 -2.504
H 1.345 -3.646 3.231
H -1.010 4.209 -1.696
H -0.621 -4.031 -0.900
H -2.881 -1.130 1.559
H 2.575 -2.735 4.105
H 4.617 -1.536 -2.128
H 1.072 1.787 3.682
H -3.502 2.782 -0.659
H -0.420 -2.830 -3.084
H 4.512 -0.024 -3.044
H 0.606 -2.960 -0.197
H 0.850 -2.475 4.461
H -2.372 -3.369 2.305
H 0.922 1.806 0.622
H 1.143 -3.490 -2.567
H 1.587 3.099 2.623
H -2.425 3.652 -2.600
H 2.622 -0.862 -0.780
H -1.606 -1.137 -2.715
H 0.929 2.911 -1.666
H 3.232 -1.236 -3.189
H -0.132 2.704 2.780
H -0.692 -3.891 2.170
```

# 11
Computed, not measured: the molecule C23H17FN2, with ωB97M-V/def2-TZVPD.

XYZ file:
```
43
C23H17FN2 (ωB97M-V/def2-TZVPD)
F 0.144 4.039 1.490
N 6.352 0.972 -2.200
N -1.974 1.542 -1.493
C -2.922 0.123 1.030
C -0.287 1.703 1.273
C -4.629 -1.450 0.330
C 2.910 1.504 -1.621
C 1.922 1.216 2.939
C 1.559 1.234 -1.486
C -0.553 -0.655 0.701
C -1.196 0.646 -1.304
C 0.127 0.388 1.536
C -1.986 -0.949 1.027
C -0.305 -0.432 -1.163
C -4.217 -0.120 0.563
C -0.863 -1.667 -1.926
C 1.197 0.133 2.429
C 3.383 -0.846 -1.757
C -3.768 -2.517 0.615
C 2.052 -1.148 -1.621
C -2.458 -2.289 1.028
C 1.112 -0.106 -1.402
C 3.851 0.468 -1.684
C 1.573 2.520 2.584
C 5.213 0.749 -1.931
C 0.508 2.739 1.763
H -4.865 0.686 0.302
H -2.608 1.170 1.067
H -1.079 1.934 0.616
H 2.089 3.376 3.072
H 1.717 -2.202 -1.672
H -5.614 -1.642 -0.088
H -1.765 -3.150 1.072
H 1.516 -0.903 2.634
H 4.091 -1.669 -1.947
H -0.145 -2.504 -1.912
H 3.239 2.549 -1.697
H 0.118 -1.542 0.641
H -1.804 -1.942 -1.380
H 0.844 2.072 -1.451
H 2.767 1.012 3.611
H -4.109 -3.545 0.431
H -1.137 -1.495 -3.017
```

| no. | electronic energy (eV) |
| --- | --- |
| 1 | -74886.87918 |
| 2 | -30413.12958 |
| 3 | -30641.24663 |
| 4 | -22168.48189 |
| 5 | -7319.80541 |
| 6 | -100636.49169 |
| 7 | -132033.75214 |
| 8 | -180515.32902 |
| 9 | -9522.40270 |
| 10 | -34471.83809 |
| 11 | -29822.18403 |